Record 1
Below is a cluster of 8 separate species, C24H48O24 in total, with properties calculated with wB97M-V/def2-TZVPD.

Each line ends with the Mulliken charge.
Element x y z (Å)
C (2.8213, -1.7603, 5.3383)  -0.904
O (2.6573, -0.6813, 4.4673)  -0.040
C (2.1073, 0.3797, 4.9893)  0.556
O (1.4803, 0.4067, 6.1833)  -0.648
O (2.1503, 1.4407, 4.2193)  -0.117
C (1.5823, 2.7307, 4.6613)  -0.534
H (3.4293, -1.5253, 6.2303)  0.317
H (3.1273, -2.6593, 4.7493)  0.235
H (1.9153, -2.0113, 5.6963)  0.429
H (2.3733, 3.2847, 5.4543)  0.276
H (0.3663, 2.4857, 5.0653)  0.294
H (1.8003, 3.4537, 3.8403)  0.180
C (-3.6237, 0.7617, -3.2247)  -0.471
O (-4.9347, 0.3487, -3.2487)  -0.287
C (-5.2457, -0.9353, -3.7137)  0.729
O (-4.4547, -1.8403, -3.9007)  -0.541
O (-6.5657, -1.1233, -4.0127)  -0.356
C (-7.0637, -2.4363, -4.1567)  -0.549
H (-3.2607, 1.0127, -4.1527)  0.574
H (-2.9247, -0.2003, -3.0487)  0.229
H (-3.4537, 1.4337, -2.3307)  -0.084
H (-6.8327, -3.1363, -3.2047)  0.155
H (-6.8757, -3.1443, -5.2337)  0.223
H (-8.0567, -2.4003, -3.9977)  0.354
C (-3.9067, 4.2657, -3.7727)  -1.088
O (-2.8357, 4.0587, -2.7747)  -0.207
C (-3.2497, 4.0277, -1.5927)  0.723
O (-4.4247, 3.8297, -1.1937)  -0.670
O (-2.2607, 3.8037, -0.7587)  -0.123
C (-2.4137, 3.5347, 0.6113)  -0.695
H (-3.4257, 4.0177, -4.6977)  0.306
H (-4.0497, 5.2797, -3.7987)  0.411
H (-4.7167, 3.7717, -3.7407)  0.541
H (-3.1557, 4.2497, 0.8573)  0.548
H (-1.5077, 3.5967, 1.0123)  0.182
H (-2.9257, 2.6057, 0.9803)  0.167
C (-0.9467, 0.4167, 3.1203)  -0.750
O (-0.6127, 1.2077, 2.0413)  -0.055
C (-0.6357, 0.4677, 0.8333)  0.281
O (-1.0237, -0.6393, 0.4833)  -0.435
O (-0.1297, 1.2667, -0.1947)  0.118
C (0.0503, 0.6247, -1.6017)  -0.672
H (-0.1937, -0.3663, 3.3003)  0.215
H (-1.9697, 0.0747, 3.0583)  0.400
H (-0.6327, 0.9447, 4.1723)  0.071
H (0.7263, -0.1383, -1.4947)  0.289
H (0.3243, 1.4037, -2.1097)  0.427
H (-0.7657, 0.1837, -2.0467)  0.117
C (1.2573, 4.4197, -0.6787)  -0.248
O (2.3263, 5.2177, -0.3967)  -0.322
C (3.5233, 4.5167, -0.0297)  0.665
O (3.6553, 3.2887, -0.1677)  -0.517
O (4.4613, 5.2877, 0.5373)  -0.329
C (5.5583, 4.7777, 1.2703)  -0.496
H (1.2503, 3.9457, -1.6087)  0.313
H (0.3163, 5.1047, -0.4337)  0.201
H (1.0303, 3.6557, 0.1193)  -0.007
H (6.3723, 5.5617, 1.6873)  0.226
H (6.1933, 4.2257, 0.5653)  0.279
H (5.3013, 4.0707, 2.1723)  0.186
C (6.5943, -3.3323, 2.7853)  -0.635
O (5.1813, -3.4803, 2.5533)  -0.348
C (4.6673, -2.5063, 1.8193)  0.826
O (5.2383, -1.5043, 1.4343)  -0.587
O (3.5253, -2.8373, 1.3363)  -0.374
C (2.5373, -1.8563, 1.0153)  -0.724
H (6.6433, -2.4323, 3.3123)  0.311
H (7.2303, -3.3513, 1.8053)  0.248
H (7.0243, -4.1373, 3.4013)  0.241
H (2.9273, -1.1713, 0.2663)  0.436
H (2.3843, -1.2553, 1.8863)  0.327
H (1.5013, -2.1563, 0.6933)  0.250
C (-6.2587, -5.9093, 0.8523)  -0.548
O (-5.9057, -4.7893, -0.0367)  -0.321
C (-5.1097, -3.8773, 0.4203)  0.631
O (-4.4987, -4.0153, 1.5463)  -0.625
O (-4.7737, -2.8073, -0.3947)  -0.201
C (-3.7937, -1.8723, -0.0517)  -0.729
H (-5.2317, -6.4173, 1.0723)  0.274
H (-6.7157, -6.6013, 0.1633)  0.234
H (-7.0117, -5.4513, 1.6493)  0.264
H (-3.4757, -1.6903, 1.0663)  0.307
H (-3.8617, -0.8563, -0.2117)  0.392
H (-2.8917, -2.2803, -0.5567)  0.280
C (2.6913, -3.9513, -2.1757)  -0.367
O (3.6593, -3.2783, -2.8997)  -0.317
C (3.6693, -1.9493, -3.1807)  0.867
O (2.7353, -1.2173, -2.7647)  -0.555
O (4.7433, -1.5563, -3.9327)  -0.326
C (5.0593, -0.1973, -4.2047)  -0.581
H (1.5643, -3.5063, -2.5957)  0.197
H (2.6323, -3.7013, -1.0677)  0.048
H (2.6893, -5.0293, -2.4327)  0.281
H (5.4653, -0.0213, -5.3457)  0.204
H (5.9563, 0.2307, -3.5587)  0.231
H (4.1263, 0.3217, -4.0717)  0.314

Calculated values
- ΔE to the lowest compared entry with this formula, charge and spin: 13.323 eV
- 2S+1: 1
- SMILES: COC(=O)OC.COC(=O)OC.COC(=O)OC.COC(=O)OC.COC(=O)OC.COC(=O)OC.COC(=O)OC.COC(=O)OC
- Orbital gap: 10.56 eV
- F_max: 7.9 eV/A

Record 2
Below is a structure of composition C7H13N4O, with properties calculated with wB97M-V/def2-TZVPD.

Each line ends with the Mulliken charge.
Element x y z (Å)
C (0.6651, 0.2857, -0.8172)  -0.120
C (0.5245, 2.3382, 0.2402)  -0.434
C (-0.2246, -0.8716, -0.3222)  0.360
C (-2.6422, -0.0271, -0.7298)  -0.688
C (-1.9630, 0.3499, 1.1618)  -0.438
C (-1.6427, -0.7940, 0.1618)  -0.081
C (1.8217, 0.5238, 0.1949)  0.044
N (0.0440, 1.5916, -0.7783)  -0.100
N (1.5336, 1.7065, 0.8211)  -0.027
N (0.4177, -2.0145, -0.0703)  -0.401
N (2.4935, -0.5288, 0.7931)  -0.421
O (-2.5987, 1.1111, 0.1381)  -0.428
H (1.0381, 0.0478, -1.8266)  0.221
H (0.1617, 3.3091, 0.5031)  0.428
H (-2.3464, 0.1984, -1.7544)  0.311
H (-3.6357, -0.4830, -0.7256)  0.302
H (-2.6678, 0.0560, 1.9437)  0.325
H (-1.1205, 0.8768, 1.6134)  0.248
H (-1.9679, -1.7827, 0.4791)  0.497
H (-0.8649, 1.7760, -1.1716)  0.296
H (2.1090, 2.1012, 1.5508)  0.236
H (0.0485, -2.6965, 0.5751)  0.179
H (1.3367, -2.1779, -0.4485)  0.210
H (3.2639, -0.8999, 0.2468)  0.267
H (2.7720, -0.3846, 1.7573)  0.215

Calculated values
- ΔE to the lowest compared entry with this formula, charge and spin: 2.721 eV
- 2S+1: 1
- Net charge: +1
- Orbital gap (spin up / spin down): 5.84 / 7.44 eV
- F_max: 1.5 eV/A

Record 3
Below is a cluster of 9 separate species, C37H77N2O17 in total, with properties calculated with wB97M-V/def2-TZVPD.

Each line ends with the Mulliken charge.
Element x y z (Å)
C (1.4863, -1.0367, -7.6650)  -0.761
C (1.4494, -0.0970, -8.8918)  -0.583
N (0.4296, 0.9538, -8.8790)  -0.180
N (-0.6127, 0.7990, -9.8683)  -1.034
C (-1.4834, -0.2771, -9.4684)  -0.250
C (-2.5035, 0.0925, -8.3440)  -0.637
C (-3.1723, -1.0406, -7.5582)  0.041
O (-3.3117, -2.2687, -8.3001)  -0.588
H (1.7038, -2.0712, -7.9651)  0.336
H (0.5253, -1.0408, -7.1440)  0.112
H (2.2594, -0.7491, -6.9409)  0.326
H (1.2830, -0.6754, -9.8077)  0.321
H (2.4490, 0.3624, -8.9954)  0.286
H (0.0585, 1.0184, -7.9277)  0.213
H (-0.9717, -1.2248, -9.1737)  0.214
H (-2.0819, -0.5280, -10.3629)  0.313
H (-2.0258, 0.7804, -7.6359)  0.243
H (-3.2964, 0.6703, -8.8405)  0.176
H (-4.1797, -0.7170, -7.2493)  0.278
H (-2.6431, -1.3088, -6.6405)  -0.079
H (-3.6894, -2.0345, -9.1492)  0.322
O (-1.1064, -1.1441, -4.8103)  -0.548
C (-0.6982, -1.4980, -3.7407)  0.549
O (0.6375, -1.6012, -3.5576)  -0.387
C (1.2075, -1.8681, -2.2682)  -0.006
C (1.3067, -3.3470, -1.9648)  -0.842
C (-1.6193, -1.9040, -2.6152)  0.071
H (0.6771, -1.3273, -1.4887)  0.159
H (2.2030, -1.4286, -2.3259)  0.258
H (0.3195, -3.8069, -1.8927)  0.067
H (1.8137, -3.4976, -1.0111)  0.341
H (1.8626, -3.8593, -2.7517)  0.333
H (-1.8794, -2.9538, -2.7344)  -0.015
H (-2.5332, -1.3205, -2.6982)  0.527
H (-1.1912, -1.7487, -1.6297)  -0.425
O (1.2784, 0.1126, 0.2793)  -0.598
C (2.3868, 0.3947, 0.6453)  0.788
O (3.3893, -0.4549, 0.3297)  -0.375
C (4.7636, -0.1464, 0.5870)  -0.587
C (5.1746, -0.5084, 1.9988)  -0.405
C (2.6632, 1.6130, 1.4856)  -0.819
H (4.9698, 0.8997, 0.3583)  0.410
H (5.3101, -0.7484, -0.1375)  0.388
H (4.6300, 0.0819, 2.7367)  -0.232
H (6.2406, -0.3264, 2.1398)  0.404
H (4.9736, -1.5624, 2.1898)  0.307
H (2.4894, 1.3501, 2.5299)  -0.003
H (1.9485, 2.3830, 1.2113)  0.415
H (3.6646, 2.0235, 1.4001)  0.212
O (3.0252, 4.3214, 2.5234)  -0.552
C (3.8406, 5.1102, 2.9237)  0.680
O (4.3996, 4.8480, 4.1253)  -0.251
C (5.4574, 5.6336, 4.6894)  -0.411
C (4.9320, 6.8342, 5.4466)  -0.980
C (4.1778, 6.3757, 2.1877)  -1.019
H (6.1704, 5.9224, 3.9164)  0.367
H (5.9697, 4.9460, 5.3612)  0.352
H (4.4095, 7.5264, 4.7861)  0.219
H (5.7580, 7.3683, 5.9175)  0.379
H (4.2387, 6.5125, 6.2238)  0.290
H (3.4537, 7.1435, 2.4635)  0.232
H (4.0699, 6.1800, 1.1242)  0.339
H (5.1760, 6.7594, 2.3789)  0.355
O (-0.1282, -4.0813, 1.4240)  -0.590
C (-1.1489, -3.5236, 1.7196)  0.768
O (-2.1074, -4.2479, 2.3445)  -0.419
C (-3.3174, -3.6472, 2.8230)  -0.125
C (-4.3726, -3.5738, 1.7385)  -0.764
C (-1.4169, -2.0792, 1.3677)  -0.250
H (-3.1221, -2.6756, 3.2688)  0.245
H (-3.6425, -4.3068, 3.6286)  0.291
H (-4.0614, -2.9270, 0.9185)  0.200
H (-5.3037, -3.1766, 2.1476)  0.220
H (-4.5643, -4.5649, 1.3274)  0.279
H (-1.8535, -2.0454, 0.3696)  -0.003
H (-0.4659, -1.5514, 1.3346)  -0.075
H (-2.0845, -1.5629, 2.0516)  0.232
O (-3.2893, -4.6879, -2.9649)  -0.585
C (-2.8955, -5.8127, -3.1001)  0.765
O (-2.4976, -6.4801, -1.9928)  -0.340
C (-2.0873, -7.8498, -2.0225)  -0.394
C (-0.6229, -7.9948, -2.3783)  -0.949
C (-2.7512, -6.4465, -4.4614)  -1.101
H (-2.7280, -8.4293, -2.6885)  0.344
H (-2.2696, -8.2032, -1.0084)  0.336
H (-0.4184, -7.6358, -3.3871)  0.277
H (-0.3253, -9.0428, -2.3213)  0.372
H (-0.0130, -7.4198, -1.6818)  0.254
H (-1.7759, -6.1628, -4.8592)  0.267
H (-3.5095, -6.0159, -5.1094)  0.350
H (-2.8302, -7.5298, -4.4716)  0.341
O (2.5492, 8.9325, 1.4651)  -0.604
C (1.7743, 8.8023, 0.5535)  0.818
O (2.1807, 9.1566, -0.6782)  -0.362
C (1.4112, 8.8784, -1.8601)  -0.405
C (0.3729, 9.9442, -2.1317)  -0.940
C (0.3652, 8.3061, 0.7685)  -1.015
H (0.9724, 7.8824, -1.8018)  0.364
H (2.1540, 8.8545, -2.6550)  0.304
H (-0.3764, 9.9886, -1.3412)  0.273
H (-0.1364, 9.7322, -3.0721)  0.355
H (0.8492, 10.9216, -2.2069)  0.292
H (-0.2598, 9.1648, 1.0167)  0.277
H (0.3749, 7.6321, 1.6206)  0.301
H (-0.0701, 7.7978, -0.0864)  0.344
O (5.2802, 0.5366, 6.6723)  -0.599
C (4.1485, 0.5789, 6.2728)  0.679
O (3.3365, -0.4658, 6.5471)  -0.386
C (1.9426, -0.4729, 6.2066)  -0.646
C (1.7009, -0.9180, 4.7798)  0.053
C (3.6374, 1.7154, 5.4230)  -0.171
H (1.4946, 0.5000, 6.4103)  0.387
H (1.5049, -1.1820, 6.9075)  0.339
H (2.1385, -0.2231, 4.0621)  -0.387
H (0.6301, -0.9787, 4.5818)  0.286
H (2.1400, -1.9011, 4.6116)  0.307
H (3.8495, 1.4928, 4.3770)  -0.207
H (4.1835, 2.6161, 5.6864)  0.134
H (2.5734, 1.9106, 5.5188)  0.224
O (-4.1581, -1.2836, 4.8845)  -0.566
C (-5.1354, -1.6345, 5.4857)  0.788
O (-4.9734, -2.1319, 6.7303)  -0.362
C (-6.0779, -2.4519, 7.5848)  -0.406
C (-6.6149, -3.8437, 7.3289)  -0.953
C (-6.5107, -1.6024, 4.8625)  -0.993
H (-6.8565, -1.6927, 7.5043)  0.348
H (-5.6627, -2.3811, 8.5889)  0.326
H (-7.0280, -3.9375, 6.3245)  0.265
H (-7.4040, -4.0768, 8.0446)  0.361
H (-5.8175, -4.5782, 7.4392)  0.293
H (-6.6538, -2.5356, 4.3160)  0.204
H (-6.5320, -0.7842, 4.1481)  0.330
H (-7.3282, -1.4893, 5.5683)  0.349

Calculated values
- 2S+1: 1
- Net charge: -1
- Orbital gap: 2.42 eV
- F_max: 0.3 eV/A